# 1
10
Properties=species:S:1:pos:R:3:forces:R:3 method="wB97M-V/def2-TZVPD" homo_lumo_gap_ha="0.18053 / 0.37977" charge=+1 molar_mass_g_mol=73.075 multiplicity=1 largest_force_ev_per_a=3.3 lumo_ha="-0.301 / -0.199" de_lowest_kcal_mol=174.0
C -0.4160 1.6544 -0.2553 -0.5 0.5 -0.4
C -0.0847 -2.2682 -0.3742 1.4 1.6 -0.9
N -0.4133 0.4878 0.2866 1.2 -1.3 1.5
N 0.1008 2.8614 -0.2977 -1.7 -2.8 -0.4
O -1.4146 0.8793 -0.7050 -0.3 1.6 -0.9
H 0.0594 -1.9518 0.6604 -0.3 -0.7 -0.1
H -0.6468 -1.5358 -0.9891 0.0 -1.2 0.3
H 0.6689 -2.9277 -0.8831 -1.1 0.5 0.7
H 0.9532 2.8788 0.2046 1.1 1.0 0.3
H -0.1819 3.4423 -1.0618 0.2 0.8 -0.2


# 2
10
Properties=species:S:1:pos:R:3:forces:R:3 method="wB97M-V/def2-TZVPD" homo_lumo_gap_ha="0.31402 / 0.31397" charge=+1 molar_mass_g_mol=73.075 multiplicity=1 largest_force_ev_per_a=6.8 lumo_ha="-0.214 / -0.215" de_lowest_kcal_mol=165.7
C -0.1051 -0.5489 -0.5106 -0.7 -0.7 0.9
C 1.0108 -0.1272 0.2892 -0.8 -0.4 6.7
N 2.2709 0.2839 -0.2380 0.8 1.2 -1.6
N -0.2090 0.8238 -0.1250 -0.9 4.1 1.0
O 3.3172 -0.2037 0.0591 -1.7 -0.2 0.6
H 0.0040 -0.8761 -1.4725 0.3 -0.2 -2.6
H -0.8700 -1.0351 0.0256 -0.5 -1.3 0.3
H 0.8536 -0.4175 1.8482 0.7 0.8 -4.6
H -0.1037 1.7298 -0.7689 0.2 -2.8 1.4
H -1.0028 1.0014 0.6428 2.6 -0.4 -2.1


# 3
10
Properties=species:S:1:pos:R:3:forces:R:3 method="wB97M-V/def2-TZVPD" homo_lumo_gap_ha=0.38733 charge=+1 molar_mass_g_mol=73.075 smiles=[NH+]#C[C@@H]([NH3+])[O-] multiplicity=1 largest_force_ev_per_a=5.4 lumo_ha=-0.190 de_lowest_kcal_mol=70.9
N 0.7444 -1.4765 -2.1111 -2.1 3.2 3.8
C 0.3085 -0.7643 -1.2992 1.3 -1.4 -2.2
C 0.9661 0.3533 0.0370 -0.4 0.3 3.2
N -0.4934 0.2717 0.9823 -0.7 0.8 0.1
O 1.7971 -0.2035 0.6798 0.4 0.1 -1.2
H 1.0681 -2.0049 -2.8288 1.1 -1.9 -2.4
H 0.9317 1.3733 -0.3471 0.2 -0.3 -0.8
H -0.5538 -0.7537 1.1316 -0.7 0.9 -0.1
H -1.3170 0.7742 0.5616 0.6 -1.3 0.4
H -0.3562 0.7180 1.9119 0.3 -0.4 -0.7


# 4
10
Properties=species:S:1:pos:R:3:forces:R:3 method="wB97M-V/def2-TZVPD" homo_lumo_gap_ha="0.35144 / 0.38622" charge=+1 molar_mass_g_mol=73.075 multiplicity=3 largest_force_ev_per_a=3.8 lumo_ha="-0.188 / -0.266" de_lowest_kcal_mol=16.0 s2=2.015
C -0.3150 0.5898 -0.7430 2.1 2.2 -0.3
C 0.8905 -0.6764 0.9872 3.2 1.0 1.9
N -1.4434 1.0167 -1.3032 -0.3 -1.2 2.2
N -0.1960 -0.3525 0.1051 -2.9 -2.3 -0.5
O -2.0397 1.0674 -2.3095 -1.0 0.5 -2.3
H 0.4977 1.3041 -0.8475 0.6 -0.4 -0.2
H 0.4490 -0.3687 1.9487 0.7 -0.6 0.1
H 1.8437 -0.0386 0.8683 -1.9 -0.2 -0.4
H 1.4406 -1.6768 1.0527 -2.0 0.7 -0.7
H -1.1274 -0.8651 0.2412 1.8 0.4 0.0


# 5
11
Properties=species:S:1:pos:R:3:forces:R:3 method="wB97M-V/def2-TZVPD" homo_lumo_gap_ha=0.33325 charge=-1 molar_mass_g_mol=89.074 multiplicity=1 largest_force_ev_per_a=0.6 lumo_ha=0.162 de_lowest_kcal_mol=0.0
N 0.3798 0.9213 0.5255 0.5 0.1 -0.2
C 1.1685 0.7308 -0.5408 -0.2 -0.1 -0.1
N 1.9944 1.6194 -0.9794 0.3 -0.2 -0.1
H 0.5859 1.7693 1.0291 -0.4 -0.1 0.1
H -0.3671 0.2566 0.7876 0.0 0.2 0.2
H 1.0412 -0.2456 -1.0098 -0.2 0.0 0.0
H 2.4887 1.2050 -1.7660 0.0 0.2 0.0
O -1.6853 -0.7116 1.4183 -0.1 -0.1 0.1
C -1.8160 -1.5554 0.5013 -0.2 -0.2 -0.4
O -1.1703 -1.6572 -0.5544 0.4 0.1 -0.2
H -2.6199 -2.3327 0.5885 -0.1 0.1 0.5


# 6
11
Properties=species:S:1:pos:R:3:forces:R:3 method="wB97M-V/def2-TZVPD" homo_lumo_gap_ha=0.35933 charge=+1 molar_mass_g_mol=89.074 smiles="[NH2+]=CC[N+](=O)[O-]" multiplicity=1 largest_force_ev_per_a=3.6 lumo_ha=-0.227 de_lowest_kcal_mol=76.8
N 1.4724 0.7213 0.2644 0.3 1.5 0.4
C 0.8106 -0.3105 0.5124 -1.7 0.3 -3.2
C -0.2581 -0.5834 -0.5367 -0.6 -0.1 0.6
N -1.6528 -0.0204 -0.0217 0.4 -1.4 -0.8
O -2.5180 -0.8098 0.1955 0.0 -0.4 0.4
O -1.7297 1.1644 -0.0782 0.2 1.5 0.3
H 1.1244 1.2704 -0.5194 0.8 0.7 0.2
H 2.1259 1.0270 0.9749 0.5 0.7 -0.5
H 1.1566 -0.8480 1.3263 -0.2 -1.6 1.6
H -0.1935 0.0619 -1.4878 0.6 -1.4 1.4
H -0.3377 -1.6729 -0.6297 -0.3 0.4 -0.6


# 7
12
Properties=species:S:1:pos:R:3:forces:R:3 method="wB97M-V/def2-TZVPD" homo_lumo_gap_ha="0.28596 / 0.28588" charge=+1 molar_mass_g_mol=121.141 multiplicity=1 largest_force_ev_per_a=3.2 lumo_ha="-0.214 / -0.214" de_lowest_kcal_mol=117.1
C 0.4647 -0.6570 0.1960 2.5 1.9 -0.4
C 0.4050 0.6664 -0.0927 -2.1 -0.7 0.1
N -0.6572 -1.4188 0.3136 -2.4 -1.4 0.0
N 1.6860 1.3623 -0.2230 0.6 -0.4 0.0
O -1.9266 -0.9824 0.1772 0.6 -1.5 0.5
O -0.6121 -2.5919 0.5555 0.2 1.2 -0.2
S -2.7534 0.4398 -0.2303 0.6 0.9 -0.2
H 1.3645 -1.2573 0.3516 -0.3 -0.1 0.0
H 1.6528 1.9028 -1.1007 0.1 -0.1 0.3
H 2.5379 0.7689 -0.2080 -0.1 0.4 0.0
H 1.7310 2.0508 0.5423 0.1 -0.1 -0.2
H -3.8928 -0.2834 -0.2815 0.2 0.0 0.0


# 8
12
Properties=species:S:1:pos:R:3:forces:R:3 method="wB97M-V/def2-TZVPD" homo_lumo_gap_ha=0.29540 charge=+1 molar_mass_g_mol=105.073 multiplicity=1 largest_force_ev_per_a=4.4 lumo_ha=-0.240 de_lowest_kcal_mol=202.9
C -0.9670 -0.9088 -3.0088 -1.8 -2.0 -3.4
C 1.0639 1.1492 1.3757 -0.3 3.5 -1.1
N -0.9560 -0.3509 -2.0191 0.7 -0.3 -0.1
N -0.1158 -0.8013 1.0032 0.8 1.6 0.9
O -0.6789 0.1806 -0.9916 -0.1 1.7 1.8
O -0.1718 -1.8926 0.6424 -0.4 -0.6 0.3
O 1.0348 -0.1582 0.9793 -0.5 -3.5 -1.3
H -1.4092 -1.4638 -3.8918 1.0 1.1 1.5
H 0.9719 1.1688 2.4083 1.3 0.2 2.3
H 0.1336 1.7191 1.1718 0.4 -0.3 -1.2
H 1.9816 1.5793 0.8419 -1.5 -0.4 1.3
H -0.8871 -0.2214 1.4889 0.3 -0.9 -0.9


# 9
11
Properties=species:S:1:pos:R:3:forces:R:3 method="wB97M-V/def2-TZVPD" homo_lumo_gap_ha="0.25792 / 0.25797" charge=+1 molar_mass_g_mol=121.210 smiles="SN1C=[NH+]CS1" multiplicity=1 largest_force_ev_per_a=5.6 lumo_ha="-0.231 / -0.231" de_lowest_kcal_mol=65.9
S 2.7569 0.2566 0.6664 -1.6 -1.0 -1.0
N 0.9306 -0.1913 -0.4124 4.8 2.5 1.4
C 0.2502 0.9113 -0.2517 0.2 0.9 -0.1
N -1.0383 0.7585 -0.0897 -0.5 -0.8 -0.4
C -1.4174 -0.6572 0.0747 -0.7 -1.0 0.1
S 0.0953 -1.5867 -0.3683 -1.4 -1.4 0.1
H 3.4310 -0.9397 0.5422 -0.7 0.5 -0.3
H 0.6218 1.9572 -0.2542 0.3 -1.0 -0.1
H -1.5691 1.5091 -0.5004 -1.0 -0.1 0.4
H -1.7954 -0.9340 1.0364 0.5 0.7 1.4
H -2.2657 -1.0839 -0.4430 0.0 0.7 -1.5


# 10
11
Properties=species:S:1:pos:R:3:forces:R:3 method="wB97M-V/def2-TZVPD" homo_lumo_gap_ha="0.25309 / 0.26511" charge=+1 molar_mass_g_mol=121.210 multiplicity=1 largest_force_ev_per_a=3.0 lumo_ha="-0.263 / -0.235" de_lowest_kcal_mol=78.0
C 0.1901 0.3458 0.9972 -1.3 -1.1 0.9
C 1.4194 -0.6766 -0.7038 2.7 -0.7 0.5
N 1.0629 1.3158 0.7668 -0.5 1.5 0.9
N 0.4044 -0.7797 0.3008 -0.7 0.7 1.1
S 2.1610 1.0143 -0.3477 -1.0 -1.1 0.0
S -1.5661 1.7901 -0.4055 0.1 1.4 1.0
H -0.6975 0.3546 1.7872 2.4 0.3 -1.7
H 2.3722 -1.3622 -0.4858 -2.4 0.9 -0.9
H 0.9938 -0.6764 -1.7086 0.4 -0.4 -0.1
H -0.3087 -1.4924 0.4354 0.6 -0.4 -0.6
H -1.4809 2.8205 0.5619 -0.2 -1.1 -1.1


# 11
10
Properties=species:S:1:pos:R:3:forces:R:3 method="wB97M-V/def2-TZVPD" homo_lumo_gap_ha=0.36178 molar_mass_g_mol=71.083 multiplicity=1 largest_force_ev_per_a=4.6 lumo_ha=0.034 de_lowest_kcal_mol=53.5
H 1.3999 -1.6420 0.3813 1.4 2.7 -1.6
N 2.0832 -0.8587 -0.0488 -2.2 2.5 1.4
C 1.5582 0.3726 -0.0513 0.9 -3.1 -0.1
N 0.1686 0.6468 0.1813 4.4 1.6 0.1
N -0.5882 -0.3744 0.0953 -3.2 -2.4 -0.6
C -1.8477 -0.3317 -0.1207 -1.1 -1.4 1.3
H 2.1475 1.3380 -0.3196 -0.8 -2.0 0.5
H -0.0378 1.6059 0.0048 -1.1 0.6 -0.2
H -2.4165 -1.3498 -0.0433 1.2 2.1 -0.5
H -2.4673 0.5935 -0.0790 0.5 -0.5 -0.3


# 12
10
Properties=species:S:1:pos:R:3:forces:R:3 method="wB97M-V/def2-TZVPD" homo_lumo_gap_ha=0.40579 molar_mass_g_mol=71.083 multiplicity=1 largest_force_ev_per_a=4.1 lumo_ha=0.041 de_lowest_kcal_mol=69.1
C 0.1001 -1.6705 1.0101 -2.8 0.1 -3.1
C 0.8578 -0.7903 0.4307 1.1 0.3 1.4
N -0.5325 1.8463 0.4560 -0.7 0.4 1.4
N -0.6110 1.8082 -0.6537 0.6 -0.1 2.5
N -0.3466 1.7098 -1.8134 -0.4 -0.2 -3.9
H 0.1348 -1.8350 2.0104 0.1 -0.6 2.8
H -0.8169 -1.9578 0.4492 0.9 -0.7 0.5
H 0.9110 -0.5202 -0.5602 -0.5 0.4 -2.2
H 1.5081 -0.2312 1.0431 1.2 0.4 0.6
H -1.2049 1.6406 -2.3721 0.4 0.1 0.1